1.
A gas-phase ion, C8H11INO2 (charge -1). Source: the OMol25 dataset; level of theory: ωB97M-V with the def2-TZVPD basis set.

* Kohn-Sham gap (alpha / beta): 3.996 / 5.076 eV
* molecular weight: 280.08 g mol⁻¹
* 2S+1: 3
* total charge: -1
* calculated total energy: -22156.083 eV
* LUMO (alpha / beta): 2.432 / 0.583 eV
* largest force on an atom: 5.260 eV Å⁻¹

```
23
Properties=species:S:1:pos:R:3:forces:R:3
C -0.5562 -0.2068 -0.3564 -4.85 -2.04 0.21
C 0.5771 -0.9355 -0.1557 3.63 0.99 -1.56
C -1.9749 -0.9249 -0.2119 4.39 0.21 1.63
C 0.8031 -2.2454 0.2100 -3.47 -0.86 2.10
C -1.2622 1.7836 0.8868 -0.77 0.07 -2.17
C 2.6442 0.3549 0.4995 1.32 1.66 -2.61
C -0.7352 1.2344 -0.5191 -2.68 0.72 -0.77
C 1.9100 -0.3213 -0.6544 -1.44 0.77 1.53
N -2.7932 -0.3040 -1.0334 -3.07 0.67 -2.43
O 1.8969 -2.8265 0.1687 0.51 -0.91 0.12
O -2.2637 -1.8390 0.5580 -0.17 -0.47 0.10
I -4.7362 -1.0411 -1.1367 0.61 0.17 0.25
H -0.2064 -2.6323 0.6984 1.97 -0.57 -0.83
H -0.4718 2.4549 1.1550 0.17 0.11 1.60
H -1.6017 0.8881 1.4368 1.07 0.75 0.56
H -2.2199 2.3399 0.7454 0.81 0.07 -0.05
H 2.9450 -0.3025 1.2427 1.05 -1.38 1.18
H 1.9789 1.0123 0.9599 -1.31 1.27 0.87
H 3.4809 1.0608 0.0999 -0.91 -1.47 0.78
H 0.1507 1.6392 -1.0060 -0.03 0.82 0.63
H -1.6689 1.4520 -1.1963 2.26 -0.47 0.69
H 2.4731 -1.1091 -1.0791 0.67 -0.49 -0.71
H 1.6305 0.4684 -1.3123 0.25 0.36 -1.13
```
Forces are in eV/Å.

Population analysis type natural (NBO), resulting atomic charges in e:
1 C -0.174
2 C -0.113
3 C 0.497
4 C 0.227
5 C -0.635
6 C -0.581
7 C -0.443
8 C -0.425
9 N -0.468
10 O -0.675
11 O -0.557
12 I 0.203
13 H 0.112
14 H 0.210
15 H 0.227
16 H 0.188
17 H 0.209
18 H 0.188
19 H 0.170
20 H 0.201
21 H 0.232
22 H 0.231
23 H 0.176

***

2.
C8H11N in the gas phase. Source: the OMol25 dataset; level of theory: ωB97M-V with the def2-TZVPD basis set.

* Kohn-Sham gap: 9.570 eV
* molecular weight: 121.18 g mol⁻¹
* relative energy (zero: lowest compared OMol25 entry of this formula, charge and spin): 276.6 kJ/mol
* total charge: 0
* calculated total energy: -9960.257 eV
* LUMO: 0.941 eV
* largest force on an atom: 2.174 eV Å⁻¹
* SMILES string: C=C[C@H]1[C@H](C#CC)N1C

```
20
Properties=species:S:1:pos:R:3:forces:R:3
C -3.3028 -0.6480 -0.3477 0.34 0.64 -0.47
C -2.3994 -0.8609 0.6180 -0.17 -0.15 -0.04
C -1.0595 -0.2296 0.5265 0.65 -0.06 1.73
C -0.1334 -0.2874 -0.6675 0.96 -0.39 1.14
C 1.2730 -0.4061 -0.2826 -0.04 -0.62 -0.71
C 2.4351 -0.5701 -0.0152 0.15 0.79 0.10
C 3.9001 -0.4900 0.1246 0.28 0.46 -0.91
N -0.8128 0.9082 -0.3240 -0.84 1.47 0.32
C -0.1218 2.0796 0.2093 0.59 0.98 0.72
H -4.2261 -1.1731 -0.3794 -0.74 -0.33 0.28
H -3.1929 0.0870 -1.2118 0.42 -1.08 1.41
H -2.5288 -1.5160 1.5582 -0.13 0.89 -1.92
H -0.5028 -0.3180 1.5119 -0.42 0.50 -1.26
H -0.5054 -0.7623 -1.5536 0.19 -0.31 -0.41
H 4.2541 0.3996 -0.5413 -0.35 -1.44 1.59
H 4.2953 -1.3965 -0.3462 0.21 0.14 0.08
H 4.2769 -0.4906 1.1791 -0.42 0.41 -0.98
H -0.8560 2.7706 0.7616 1.06 -1.31 -0.69
H 0.3748 2.7252 -0.5612 -0.79 -0.79 0.11
H 0.7527 1.7925 0.8580 -0.95 0.20 -0.09
```
Forces are in eV/Å.

Population analysis type natural (NBO), resulting atomic charges in e:
1 C -0.392
2 C -0.206
3 C -0.095
4 C -0.118
5 C -0.066
6 C 0.013
7 C -0.688
8 N -0.395
9 C -0.425
10 H 0.194
11 H 0.215
12 H 0.218
13 H 0.196
14 H 0.226
15 H 0.240
16 H 0.236
17 H 0.240
18 H 0.212
19 H 0.206
20 H 0.187

***

3.
C8H11N in the gas phase. Source: the OMol25 dataset; level of theory: ωB97M-V with the def2-TZVPD basis set.

* Kohn-Sham gap (alpha / beta): 7.918 / 6.782 eV
* molecular weight: 121.18 g mol⁻¹
* relative energy (zero: lowest compared OMol25 entry of this formula, charge and spin): 444.2 kJ/mol
* total charge: 0
* calculated total energy: -9958.520 eV
* LUMO (alpha / beta): 0.246 / -0.643 eV
* largest force on an atom: 4.961 eV Å⁻¹

```
20
Properties=species:S:1:pos:R:3:forces:R:3
C 0.0691 0.0176 -0.5003 -0.70 -1.39 0.41
C -0.8907 -0.7659 -0.3551 -2.28 0.14 -0.21
C 1.3440 0.4707 -0.6257 -2.67 2.56 -3.19
C 2.3506 -0.0282 0.1420 2.74 -1.32 1.95
C -2.3289 -1.3848 -0.2187 2.10 2.13 0.84
C -2.6828 -0.2448 0.7286 -1.21 1.22 -4.65
C 3.7888 0.2594 -0.2296 2.06 0.19 -0.98
C -3.2390 1.0975 0.2299 -0.59 -2.26 -4.09
N 2.1070 -0.8388 1.1273 -0.56 0.58 -0.65
H 1.4905 1.2069 -1.4746 0.23 -0.89 1.26
H -2.8786 -1.4363 -1.1988 0.56 -0.13 1.23
H -2.2027 -2.2809 0.3860 -0.37 -0.36 -0.64
H -2.5124 -0.2412 1.7221 0.86 -0.80 3.05
H 4.4230 -0.6717 -0.2642 -0.86 0.65 0.28
H 4.4020 0.9858 0.3662 -1.08 -0.57 0.13
H 3.9217 0.6665 -1.2449 -0.47 -0.12 0.13
H -2.6013 1.4338 -0.6560 -0.49 -0.03 1.33
H -3.2844 1.8041 0.9842 0.04 1.46 1.35
H -4.2926 1.0691 -0.3278 1.81 -0.38 1.48
H 3.0168 -1.1189 1.4093 0.86 -0.67 0.98
```
Forces are in eV/Å.

Population analysis type natural (NBO), resulting atomic charges in e:
1 C -0.007
2 C 0.046
3 C -0.298
4 C 0.189
5 C -0.481
6 C -0.053
7 C -0.683
8 C -0.669
9 N -0.595
10 H 0.223
11 H 0.246
12 H 0.249
13 H 0.190
14 H 0.223
15 H 0.231
16 H 0.216
17 H 0.227
18 H 0.218
19 H 0.212
20 H 0.315

***

4.
A gas-phase ion, C8H11N2O (charge +1). Source: the OMol25 dataset; level of theory: ωB97M-V with the def2-TZVPD basis set.

* Kohn-Sham gap: 8.597 eV
* molecular weight: 151.19 g mol⁻¹
* relative energy (zero: lowest compared OMol25 entry of this formula, charge and spin): 494.3 kJ/mol
* total charge: +1
* calculated total energy: -13491.249 eV
* LUMO: -5.342 eV
* largest force on an atom: 5.679 eV Å⁻¹
* SMILES string: CN(C)[N+](=O)c1ccccc1

```
22
Properties=species:S:1:pos:R:3:forces:R:3
C -0.5364 -2.4557 1.8166 -1.59 -3.53 4.07
N -0.2315 -1.5279 0.8327 0.11 0.67 0.45
C 0.3394 -1.9727 -0.3949 2.35 -0.13 1.41
N -0.6343 -0.3178 1.0249 -1.36 0.17 0.54
O -1.4062 -0.0963 1.9521 0.74 0.45 -0.83
C -0.2145 0.6969 0.1107 1.96 1.70 -0.17
C 1.1632 0.8497 -0.2483 -2.14 -1.28 0.58
C 1.5606 1.8045 -1.1074 -5.41 1.71 0.09
C 0.5927 2.7548 -1.6536 1.53 -1.59 1.39
C -0.7274 2.6828 -1.1800 1.11 1.14 -1.76
C -1.0654 1.6833 -0.2798 -4.22 -0.13 -0.78
H 0.1980 -3.3387 1.9031 -0.80 1.66 -0.63
H -0.6475 -2.0297 2.8893 0.48 -0.27 -2.03
H -1.5641 -2.9591 1.6725 1.32 0.87 -0.15
H -0.0887 -2.9218 -0.5882 -0.15 -0.87 -0.59
H 0.1496 -1.2241 -1.0769 -0.50 0.99 -2.07
H 1.4410 -1.9834 -0.2176 -0.71 -0.66 -0.57
H 1.7728 0.0716 0.0881 1.49 -0.61 0.58
H 2.5013 1.9369 -1.3673 4.36 0.25 -1.17
H 1.1146 3.4090 -2.3707 -1.33 0.15 0.26
H -1.5079 3.3499 -1.6250 0.77 -0.70 0.75
H -2.2093 1.5878 -0.1803 1.97 0.01 0.63
```
Forces are in eV/Å.

Population analysis type natural (NBO), resulting atomic charges in e:
1 C -0.497
2 N -0.096
3 C -0.412
4 N 0.405
5 O -0.289
6 C -0.007
7 C -0.175
8 C -0.184
9 C -0.108
10 C -0.211
11 C -0.147
12 H 0.261
13 H 0.284
14 H 0.258
15 H 0.247
16 H 0.239
17 H 0.231
18 H 0.214
19 H 0.224
20 H 0.251
21 H 0.256
22 H 0.259

***

5.
A molecular structure, C8H11N2P. Source: the OMol25 dataset; level of theory: ωB97M-V with the def2-TZVPD basis set.

* Kohn-Sham gap: 9.163 eV
* molecular weight: 166.16 g mol⁻¹
* relative energy (zero: lowest compared OMol25 entry of this formula, charge and spin): 200.2 kJ/mol
* total charge: 0
* calculated total energy: -20738.595 eV
* LUMO: 0.674 eV
* largest force on an atom: 4.062 eV Å⁻¹

```
22
Properties=species:S:1:pos:R:3:forces:R:3
C 3.5511 0.0363 -0.0881 2.56 2.23 -0.35
C 3.2671 -1.2850 0.0132 -1.79 0.05 -0.41
C 2.5842 1.0144 -0.4116 -0.17 -3.54 0.25
C 1.9361 -1.7132 -0.1382 0.47 -2.58 -0.01
C 1.3123 0.5435 -0.6979 -0.36 1.73 0.50
C 0.9960 -0.7903 -0.4511 -3.69 -0.20 -1.69
C -1.2579 -0.4230 1.5960 0.83 -1.84 -1.60
C -3.3081 0.6785 -0.9898 1.08 -0.02 -1.38
N -2.1089 -0.8330 0.4817 0.64 -0.85 0.29
N -2.0308 0.0522 -0.6497 1.33 -0.35 0.63
P -1.2969 -1.5243 -0.8757 1.76 1.77 0.34
H 4.6663 0.3243 -0.0549 -1.90 -0.25 0.22
H 4.0454 -1.9718 0.0899 1.13 -1.15 0.41
H 2.7620 2.0284 -0.4383 0.72 1.98 -0.26
H 1.7020 -2.8536 -0.1204 0.33 2.20 0.17
H 0.6383 1.3873 -1.0015 -0.09 -1.51 0.29
H -1.1278 -1.2638 2.2446 -0.28 -0.32 0.75
H -0.2774 -0.1134 1.3048 0.70 0.06 -0.54
H -1.6731 0.4088 1.9812 -1.74 2.51 2.08
H -4.0304 0.3890 -0.1536 0.61 0.72 -1.55
H -2.9649 1.7761 -1.0618 -1.53 -1.39 0.27
H -3.5279 0.3093 -2.0540 -0.61 0.72 1.58
```
Forces are in eV/Å.

Population analysis type natural (NBO), resulting atomic charges in e:
1 C -0.211
2 C -0.226
3 C -0.208
4 C -0.269
5 C -0.274
6 C -0.162
7 C -0.418
8 C -0.433
9 N -0.538
10 N -0.579
11 P 1.003
12 H 0.210
13 H 0.212
14 H 0.210
15 H 0.218
16 H 0.230
17 H 0.201
18 H 0.203
19 H 0.193
20 H 0.224
21 H 0.214
22 H 0.200

***

6.
2 unconnected molecules or ions with the total composition C8H11N3. Source: the OMol25 dataset; level of theory: ωB97M-V with the def2-TZVPD basis set.

* Kohn-Sham gap: 8.252 eV
* molecular weight: 149.20 g mol⁻¹
* relative energy (zero: lowest compared OMol25 entry of this formula, charge and spin): 765.9 kJ/mol
* total charge: 0
* calculated total energy: -12936.137 eV
* LUMO: 0.523 eV
* largest force on an atom: 6.893 eV Å⁻¹

```
22
Properties=species:S:1:pos:R:3:forces:R:3
C -4.0254 0.7061 0.0032 -6.15 -0.53 -2.69
C -0.2923 -0.1174 0.0510 1.93 1.57 -0.88
C 0.4683 1.0462 0.0423 0.27 2.13 0.33
C 1.8658 1.2716 -0.1671 -1.49 -0.98 -0.57
C 2.5017 0.0846 -0.1887 1.51 -5.23 3.33
C 3.9820 -0.2232 0.3240 -1.12 4.06 -2.07
C 1.7970 -1.2220 -0.1049 0.09 5.08 -0.47
C 0.4393 -1.3159 -0.1104 -0.56 -1.15 -1.40
H -3.4163 1.1879 0.6311 2.34 2.60 1.61
H -4.2628 1.3063 -1.1375 1.39 -2.21 3.26
H -5.0305 0.7649 0.5612 1.12 -0.24 -1.16
H -4.0605 -1.7325 -0.2712 0.97 4.95 1.70
H -0.1495 1.8794 0.3255 -0.10 0.72 -0.52
H 2.4545 2.1619 -0.4326 -0.92 0.11 0.78
H 4.0804 -1.4195 0.4540 0.80 3.35 -0.53
H 4.0786 0.4752 1.3356 0.35 -2.24 -2.73
H 4.4928 0.6454 -0.8557 -0.03 -2.94 3.54
H 2.5808 -1.8821 -0.1264 0.35 -2.89 -0.33
H 0.0654 -2.2606 -0.5364 -0.56 0.36 1.09
N -3.5776 -0.6649 0.1587 -3.50 -5.25 -2.77
N -2.3081 -0.9092 0.0223 1.52 2.90 0.36
N -1.6835 0.2175 0.0219 1.79 -4.16 0.13
```
Forces are in eV/Å.

Population analysis type natural (NBO), resulting atomic charges in e:
1 C -0.435
2 C 0.074
3 C -0.173
4 C -0.257
5 C -0.006
6 C -0.604
7 C -0.231
8 C -0.222
9 H 0.225
10 H 0.205
11 H 0.203
12 H 0.394
13 H 0.209
14 H 0.229
15 H 0.235
16 H 0.240
17 H 0.173
18 H 0.196
19 H 0.226
20 N -0.386
21 N 0.007
22 N -0.303